(1)
The following is a DFT calculation (wB97M-V/def2-TZVPD) of a structure of composition C9H26O8Ti at a distorted geometry.

Summary:
- Multiplicity: 4
- Maximum force: 2.2 eV Å⁻¹
- Total charge: +1
- Relative energy (zero: lowest compared OMol25 entry of this formula, charge and spin): 0.0000 eV

Last column: Löwdin spin population.
CARTESIAN COORDINATES (ANGSTROEM)
Ti -19.21 14.37 -2.36  2.610
C -19.34 11.46 -3.65  0.026
O -19.60 11.95 -2.32  0.039
H -18.33 11.76 -3.94  0.006
H -19.34 10.37 -3.63  0.003
H -20.03 11.87 -4.38  0.004
H -20.11 11.26 -1.89  0.003
C -17.42 13.11 0.45  0.004
O -17.34 13.61 -0.87  0.034
H -18.40 13.17 0.93  0.001
H -16.95 12.13 0.56  0.000
H -16.87 13.76 1.17  0.001
H -16.42 13.68 -1.11  0.002
C -21.82 15.82 -3.85  0.021
O -21.32 14.48 -3.82  0.044
H -21.57 16.25 -2.88  0.009
H -21.30 16.43 -4.60  0.002
H -22.89 15.89 -4.04  0.002
H -21.90 13.92 -4.34  0.001
C -17.67 14.84 -5.30  0.020
O -17.35 14.64 -3.91  0.046
H -17.66 15.91 -5.49  0.001
H -17.05 14.31 -6.02  0.001
H -18.71 14.54 -5.43  0.009
H -16.63 15.23 -3.72  0.003
C -18.96 17.91 -2.92  0.010
O -18.40 16.83 -2.18  0.039
H -18.67 17.97 -3.97  0.001
H -20.04 17.78 -2.94  0.003
H -18.83 18.86 -2.40  0.001
H -17.44 16.89 -2.19  0.003
C -21.76 13.47 3.97  0.000
C -21.69 13.10 2.50  0.000
C -23.06 13.35 1.82  0.000
O -22.71 14.07 0.61  0.003
C -21.39 14.22 0.55  0.009
O -20.79 14.58 -0.42  0.038
O -20.84 13.96 1.76  0.002
H -22.42 12.75 4.45  0.000
H -22.20 14.46 4.05  0.000
H -20.81 13.46 4.49  0.000
H -21.45 12.05 2.37  0.000
H -23.76 13.98 2.38  0.000
H -23.59 12.46 1.50  0.000

***

(2)
The following is a DFT calculation (wB97M-V/def2-TZVPD) of a structure of composition C9H27Cl3FeO12P3.

Summary:
- Multiplicity: 6
- Maximum force: 0.9 eV Å⁻¹
- Relative energy (zero: lowest compared OMol25 entry of this formula, charge and spin): 0.0000 eV

Last column: Löwdin spin population.
CARTESIAN COORDINATES (ANGSTROEM)
Fe 0.46 -0.29 0.97  4.316
Cl 1.35 -1.21 2.90  0.194
Cl -1.36 -1.89 0.76  0.141
Cl 2.09 1.47 0.76  0.154
C 3.61 -4.68 0.09  0.000
O 2.73 -3.59 0.35  0.001
P 2.51 -2.47 -0.72  0.008
O 1.60 -1.43 -0.25  0.053
O 3.93 -2.00 -1.09  0.002
C 4.20 -0.80 -1.82  0.000
O 1.98 -3.15 -2.02  0.003
C 0.64 -3.69 -1.94  0.000
H 4.40 -4.70 0.83  0.000
H 4.10 -4.62 -0.89  0.000
H 3.05 -5.61 0.12  0.000
H 4.67 -1.06 -2.76  0.000
H 4.87 -0.19 -1.22  0.000
H 3.29 -0.22 -1.99  0.000
H 0.68 -4.72 -2.28  0.000
H -0.01 -3.13 -2.60  0.000
H 0.23 -3.63 -0.93  0.001
C -2.73 0.22 -3.67  0.000
O -1.99 -0.08 -2.48  0.001
P -0.98 0.96 -1.94  0.007
O -0.31 0.54 -0.72  0.043
O 0.02 1.29 -3.11  0.002
C 0.79 0.23 -3.70  0.000
O -1.79 2.28 -1.81  0.002
C -1.17 3.44 -1.22  0.000
H -3.79 0.28 -3.44  0.000
H -2.58 -0.59 -4.38  0.000
H -2.43 1.16 -4.13  0.000
H 1.46 -0.20 -2.95  0.000
H 1.32 0.66 -4.53  0.000
H 0.12 -0.54 -4.09  0.000
H -0.29 3.17 -0.64  0.000
H -1.89 3.89 -0.53  0.000
H -0.91 4.14 -2.01  0.000
C -0.14 1.31 4.95  0.001
O -0.80 2.29 4.12  0.002
P -1.51 1.87 2.80  0.008
O -0.79 0.87 2.02  0.053
O -2.96 1.41 3.16  0.003
C -3.21 -0.01 3.39  0.001
O -1.71 3.21 2.04  0.001
C -2.59 4.20 2.60  0.000
H 0.93 1.45 4.87  0.000
H -0.37 0.29 4.66  0.001
H -0.47 1.47 5.98  0.000
H -2.28 -0.57 3.44  0.000
H -3.81 -0.38 2.56  0.000
H -3.74 -0.09 4.34  0.000
H -2.54 4.22 3.69  0.000
H -3.61 4.05 2.25  0.000
H -2.27 5.17 2.22  0.000

***

(3)
The following is a DFT calculation (wB97M-V/def2-TZVPD) of a structure of composition C9H27ClI2OP3Yb at a distorted geometry.

Summary:
- Multiplicity: 2
- Maximum force: 1.8 eV Å⁻¹
- Total charge: +2
- Relative energy (zero: lowest compared OMol25 entry of this formula, charge and spin): 0.0000 eV

Last column: Löwdin spin population.
CARTESIAN COORDINATES (ANGSTROEM)
I 0.26 2.18 -5.47  0.000
I -0.31 3.97 -3.62  0.000
Yb 0.00 0.32 -0.93  0.971
P -2.61 0.13 -0.95  0.007
C -3.40 1.25 0.20  0.002
C -3.09 0.51 -2.64  0.000
H -4.19 0.35 -2.68  0.000
H -4.19 -1.63 -0.69  0.000
H -2.53 -0.17 -3.33  0.000
H -2.53 -2.26 -1.20  0.000
H -3.08 2.30 -0.04  0.000
H -2.77 1.54 -2.91  0.000
C -3.09 -1.57 -0.53  0.002
H -4.49 1.12 0.06  0.001
H -2.79 -1.84 0.51  0.000
H -3.09 1.05 1.26  0.000
P 2.62 0.16 -0.94  0.008
C 3.39 1.29 0.21  0.002
C 3.12 -1.54 -0.53  0.000
H 2.55 -0.14 -3.32  0.000
H 4.20 0.39 -2.67  0.000
H 2.77 1.57 -2.90  0.000
C 3.10 0.54 -2.63  0.002
H 2.56 -2.24 -1.20  0.000
H 4.21 -1.59 -0.68  0.000
H 4.49 1.16 0.07  0.001
H 3.08 1.08 1.27  0.000
H 2.82 -1.81 0.51  0.000
H 3.07 2.33 -0.03  0.000
Cl 0.01 -1.43 -2.64  0.003
C 0.00 1.15 2.33  0.000
P 0.00 -0.65 2.31  0.000
C 1.46 -1.27 3.14  0.000
C -1.48 -1.27 3.12  0.000
O 0.00 -1.05 0.83  0.000
H 0.91 1.53 1.83  0.000
H -0.01 1.52 3.37  0.000
H -0.91 1.53 1.82  0.000
H 1.49 -0.99 4.21  0.000
H 1.44 -2.37 3.05  0.000
H 2.35 -0.90 2.62  0.000
H -2.37 -0.89 2.60  0.000
H -1.46 -2.36 3.03  0.000
H -1.51 -0.98 4.19  0.000

***

(4)
The following is a DFT calculation (wB97M-V/def2-TZVPD) of a structure of composition C9H27F6HfN12O30S6 at a distorted geometry.

Summary:
- Maximum force: 12.4 eV Å⁻¹
- Total charge: +1
- Relative energy (zero: lowest compared OMol25 entry of this formula, charge and spin): 0.0000 eV

Last column: Löwdin charge in e.
CARTESIAN COORDINATES (ANGSTROEM)
Hf 0.54 3.27 -0.46  2.217
N 0.62 1.12 0.19  -0.334
S -0.11 -0.31 0.17  0.453
O -0.95 -0.65 1.29  -0.194
O 0.28 -1.28 -0.81  -0.198
F -1.35 0.37 -0.63  -0.227
S 1.71 0.27 1.30  0.563
O 2.50 -0.87 0.84  -0.166
O 1.38 0.52 2.67  -0.232
F 2.82 1.33 1.03  -0.198
N 1.92 4.98 -0.09  -0.401
S 3.58 5.30 0.45  0.595
O 3.87 5.79 1.80  -0.194
O 4.52 5.51 -0.67  -0.192
F 3.77 3.76 0.74  -0.195
S 1.94 6.57 -0.17  0.466
O 2.46 7.16 -1.43  -0.195
O 1.85 7.42 0.99  -0.171
F 0.38 6.47 -0.54  -0.225
N -2.04 1.63 -4.15  -0.205
S -0.34 1.60 -3.84  0.673
O 0.59 0.66 -4.47  -0.224
O -0.07 2.11 -2.48  -0.453
F -0.02 2.98 -4.62  -0.179
S -2.09 0.09 -4.34  0.470
O -1.62 -0.71 -3.19  -0.317
O -1.79 -0.38 -5.67  -0.247
F -3.72 -0.08 -4.24  -0.192
C -1.28 -3.82 -2.89  0.027
N -1.01 -3.78 -4.38  -0.369
O -1.94 -3.33 -5.09  0.049
O 0.12 -4.15 -4.79  0.034
H -2.11 -3.13 -2.75  0.059
H -0.41 -3.45 -2.35  0.062
H -1.48 -4.86 -2.64  0.103
C 2.86 -3.09 -2.09  0.046
N 2.66 -4.48 -1.58  -0.428
O 1.67 -5.08 -1.92  0.047
O 3.51 -4.96 -0.84  0.071
H 2.19 -2.38 -1.60  0.058
H 2.63 -3.02 -3.15  0.103
H 3.92 -2.88 -2.00  0.097
C -4.04 2.18 0.79  0.070
N -3.08 2.43 -0.30  -0.349
O -1.98 2.79 0.04  -0.103
O -3.40 2.34 -1.51  0.147
H -3.89 1.12 1.00  0.102
H -5.06 2.30 0.44  0.120
H -3.90 2.82 1.66  0.104
C -0.78 1.21 4.66  0.033
N -1.62 1.61 3.59  -0.391
O -1.08 2.13 2.60  -0.007
O -2.83 1.61 3.79  0.098
H -0.68 0.12 4.60  0.104
H -1.26 1.47 5.60  0.121
H 0.23 1.62 4.64  0.086
C -1.35 -3.20 3.92  0.046
N 0.11 -3.18 4.19  -0.446
O 0.76 -2.19 3.98  0.058
O 0.54 -4.22 4.62  0.090
H -1.52 -3.90 3.10  0.086
H -1.72 -2.24 3.55  0.083
H -1.89 -3.54 4.80  0.108
C 2.56 3.40 3.98  0.088
N 1.66 4.01 3.00  -0.348
O 1.35 5.19 3.16  0.149
O 1.33 3.34 2.02  -0.124
H 2.10 3.72 4.92  0.122
H 3.61 3.66 3.88  0.127
H 2.47 2.31 3.91  0.088
C -0.51 -5.81 0.52  0.055
N -0.38 -4.32 0.44  -0.395
O 0.73 -3.83 0.57  0.067
O -1.42 -3.67 0.28  0.020
H 0.11 -6.33 -0.21  0.099
H -1.57 -6.07 0.43  0.097
H -0.28 -6.14 1.53  0.101
C 4.59 1.40 -2.28  0.119
N 3.12 1.40 -2.00  -0.344
O 2.53 0.37 -2.36  0.131
O 2.61 2.40 -1.52  -0.096
H 4.68 0.62 -3.04  0.120
H 5.07 1.26 -1.32  0.124
H 4.75 2.37 -2.74  0.119
C -4.91 -2.49 -0.18  0.050
N -4.30 -1.62 -1.23  -0.365
O -3.93 -0.52 -0.85  0.025
O -4.26 -2.00 -2.43  0.063
H -4.68 -3.52 -0.46  0.097
H -5.99 -2.38 -0.22  0.104
H -4.54 -2.28 0.83  0.093

***

(5)
The following is a DFT calculation (wB97M-V/def2-TZVPD) of a cluster of 9 separate species, C9H27N9O18 in total at a distorted geometry.

Summary:
- Maximum force: 4.4 eV Å⁻¹
- SMILES: C[N+](=O)[O-].C[N+](=O)[O-].C[N+](=O)[O-].C[N+](=O)[O-].C[N+](=O)[O-].C[N+](=O)[O-].C[N+](=O)[O-].C[N+](=O)[O-].C[N+](=O)[O-]
- Relative energy (zero: lowest compared OMol25 entry of this formula, charge and spin): 3.4504 eV

Last column: Löwdin charge in e.
CARTESIAN COORDINATES (ANGSTROEM)
C 19.69 -11.67 9.90  0.052
N 20.50 -11.64 8.63  -0.428
O 20.11 -11.05 7.63  0.051
O 21.57 -12.28 8.61  0.027
H 20.42 -12.11 10.58  0.093
H 18.87 -12.36 9.68  0.104
H 19.47 -10.63 10.15  0.100
C 24.68 -2.92 -4.88  0.053
N 25.18 -4.32 -5.21  -0.427
O 26.36 -4.55 -4.99  0.043
O 24.41 -5.23 -5.51  0.050
H 25.44 -2.34 -4.36  0.090
H 23.82 -2.99 -4.22  0.096
H 24.50 -2.47 -5.86  0.096
C 14.17 -0.47 6.66  0.026
N 14.92 -0.96 5.47  -0.418
O 15.29 -0.11 4.63  0.040
O 14.95 -2.18 5.35  0.063
H 13.14 -0.82 6.70  0.099
H 14.17 0.60 6.88  0.095
H 14.72 -0.97 7.45  0.094
C 26.51 -4.83 9.59  0.040
N 26.43 -6.12 8.83  -0.454
O 26.37 -7.15 9.49  0.052
O 26.06 -6.09 7.69  0.070
H 25.56 -4.33 9.43  0.102
H 27.38 -4.30 9.19  0.096
H 26.74 -4.97 10.65  0.094
C 11.29 -7.98 6.09  0.033
N 12.12 -8.68 5.06  -0.412
O 11.52 -9.32 4.19  0.054
O 13.35 -8.46 5.06  0.042
H 10.25 -7.97 5.77  0.091
H 11.62 -6.95 6.18  0.095
H 11.29 -8.50 7.05  0.096
C 22.26 -14.19 1.38  0.041
N 23.57 -14.85 1.47  -0.473
O 24.53 -14.31 0.95  0.057
O 23.67 -15.95 1.94  0.071
H 21.98 -14.29 0.33  0.105
H 22.41 -13.13 1.59  0.099
H 21.56 -14.60 2.11  0.100
C 17.46 -0.29 -2.02  0.023
N 17.75 -0.34 -3.47  -0.410
O 18.72 0.46 -3.80  0.003
O 17.05 -1.04 -4.17  0.081
H 18.30 0.04 -1.42  0.101
H 16.98 -1.25 -1.81  0.099
H 16.66 0.46 -1.95  0.103
C 20.64 -5.72 3.38  0.020
N 20.94 -5.84 1.93  -0.407
O 21.24 -4.77 1.33  0.039
O 20.82 -6.99 1.49  0.055
H 20.90 -4.78 3.87  0.092
H 21.39 -6.38 3.80  0.099
H 19.61 -5.98 3.62  0.103
C 20.14 -10.91 -5.48  0.052
N 19.80 -10.73 -6.94  -0.435
O 20.62 -10.96 -7.82  0.057
O 18.73 -10.17 -7.22  0.035
H 21.01 -11.53 -5.28  0.094
H 19.24 -11.44 -5.19  0.095
H 20.25 -9.91 -5.07  0.103